Molecular formula: C6H10O
Method: DFT, wB97M-V/def2-TZVPD

Calculated values
SMILES	C/C=C/CCC=O
HOMO energy	-9.188	eV
largest force on an atom	0.0874	hartree/bohr
E	-309.74631	Eh
HOMO-LUMO gap	10.182	eV

Last column: natural (NBO) charge in e.
Positions of all 17 atoms, in Å:
1 O -1.36 2.92 -0.86  -0.51
2 C -1.00 -0.29 -0.08  -0.41
3 C 1.35 -1.35 0.38  -0.19
4 C -0.01 -1.37 0.33  -0.21
5 C -0.73 1.92 -0.96  0.44
6 C 2.10 -2.60 0.75  -0.64
7 C -0.62 1.05 0.36  -0.52
8 H 0.43 1.12 0.76  0.22
9 H -0.75 -2.18 0.55  0.21
10 H 2.11 -2.56 1.89  0.22
11 H -2.07 -0.49 0.25  0.23
12 H -0.94 -0.18 -1.37  0.19
13 H 1.47 -3.44 0.41  0.22
14 H 0.12 1.78 -1.76  0.12
15 H 3.11 -2.70 0.40  0.22
16 H -1.16 1.59 1.12  0.23
17 H 1.98 -0.51 0.04  0.20